# 1
Density functional theory data (ωB97M-V/def2-TZVPD) for a 11-piece molecular cluster, C51H79F5O22P overall.

CARTESIAN COORDINATES (ANGSTROEM)
C (1.14228, 1.67703, 1.69130)
C (0.59363, 0.16998, 1.25694)
O (-0.12285, 0.14899, -0.02893)
C (-1.04991, 1.32532, 0.02862)
O (-1.99625, 1.28152, 0.96959)
C (-0.81214, 2.52650, -1.06616)
C (-2.15028, 3.42003, -1.40684)
C (-2.80323, 4.20212, -0.12290)
P (-4.70337, 4.15579, -0.34226)
C (-5.67239, 3.51627, 1.17599)
C (-7.05638, 2.80397, 0.56955)
C (-7.23745, 1.23970, 1.02706)
C (-6.25995, 0.17877, 0.23554)
F (-4.83606, 0.57180, 0.35101)
F (-6.43630, -1.20172, 0.75453)
C (-6.57522, 0.10276, -1.40465)
F (-6.58628, -1.35910, -1.76588)
F (-5.45308, 0.75053, -2.13434)
F (-7.91434, 0.66714, -1.73138)
H (2.13508, 1.52124, 2.31996)
H (0.29116, 2.21114, 2.32606)
H (1.43758, 2.34825, 0.76869)
H (-0.15561, -0.28866, 2.06009)
H (1.53774, -0.54120, 1.12284)
H (0.14220, 3.19200, -0.80008)
H (-0.51710, 1.98374, -2.08765)
H (-2.95888, 2.78318, -2.00532)
H (-1.79469, 4.25781, -2.17696)
H (-2.41359, 3.85708, 0.92505)
H (-2.48187, 5.34544, -0.22906)
H (-5.04732, 3.26241, -1.45694)
H (-5.12812, 5.48361, -0.76443)
H (-6.04434, 4.45447, 1.80576)
H (-5.07986, 2.73730, 1.84430)
H (-7.01382, 2.82997, -0.61897)
H (-7.99283, 3.47362, 0.87730)
H (-8.38661, 0.95042, 0.88722)
H (-7.00609, 1.19116, 2.19212)
O (2.78599, -3.98674, 2.12531)
C (1.67315, -3.99215, 1.62558)
O (0.99922, -2.87079, 1.23499)
C (-0.30838, -3.23857, 0.79830)
C (-0.20968, -4.69598, 0.43065)
C (0.83070, -5.20976, 1.39347)
H (-1.01266, -3.06348, 1.61835)
H (-0.59898, -2.62093, -0.05651)
H (-1.16548, -5.22244, 0.49727)
H (0.16036, -4.79510, -0.59709)
H (0.38719, -5.52374, 2.34243)
H (1.41922, -6.01853, 0.95420)
O (-0.69718, -8.09756, 1.45305)
C (0.10816, -8.93715, 1.08603)
O (0.82039, -8.86430, -0.07655)
C (1.57891, -10.06209, -0.23688)
C (1.71388, -10.63595, 1.14926)
C (0.42703, -10.21025, 1.80972)
H (1.03634, -10.73131, -0.91284)
H (2.55203, -9.82614, -0.67731)
H (1.87106, -11.71782, 1.15388)
H (2.56255, -10.16849, 1.66332)
H (-0.37704, -10.93086, 1.63653)
H (0.56452, -10.03230, 2.87876)
O (-0.69042, 6.20805, 0.88479)
C (0.51001, 6.01679, 0.78201)
O (1.16507, 5.85612, -0.40512)
C (2.53315, 5.54419, -0.14658)
C (2.80198, 6.05656, 1.24414)
C (1.46885, 5.87774, 1.92545)
H (2.66457, 4.45970, -0.22269)
H (3.16951, 6.03148, -0.89103)
H (3.62235, 5.53481, 1.74405)
H (3.05377, 7.12334, 1.20427)
H (1.36456, 4.87969, 2.36001)
H (1.29725, 6.64893, 2.67993)
O (0.51550, 2.88466, -4.01744)
C (0.88410, 1.82812, -4.50327)
O (0.90286, 0.63813, -3.83412)
C (1.49196, -0.35869, -4.66784)
C (1.33571, 0.15632, -6.07471)
C (1.42164, 1.65039, -5.89094)
H (2.54264, -0.47638, -4.38253)
H (0.97631, -1.31247, -4.52289)
H (2.08333, -0.24337, -6.76497)
H (0.34357, -0.10986, -6.45917)
H (2.45547, 2.00542, -5.92196)
H (0.80757, 2.18055, -6.62256)
O (5.24767, 1.27399, 3.10069)
C (5.63173, 0.12711, 3.25989)
O (6.90157, -0.21563, 3.62626)
C (7.02586, -1.63693, 3.61104)
C (5.61981, -2.16059, 3.74420)
C (4.80591, -1.10419, 3.04065)
H (7.49343, -1.93660, 2.66725)
H (7.66193, -1.96036, 4.44015)
H (5.49208, -3.16237, 3.32555)
H (5.33647, -2.19770, 4.80314)
H (4.72986, -1.29705, 1.96694)
H (3.81431, -0.99850, 3.48672)
O (0.99322, -9.75437, 4.65941)
C (1.29692, -8.67712, 5.14465)
O (1.79613, -8.51379, 6.40494)
C (1.93363, -7.11996, 6.67716)
C (2.00592, -6.45622, 5.32693)
C (1.13710, -7.34613, 4.47450)
H (1.06508, -6.78988, 7.25668)
H (2.83917, -6.94682, 7.26591)
H (1.68107, -5.41248, 5.34236)
H (3.03719, -6.48421, 4.95450)
H (0.08556, -7.04894, 4.51620)
H (1.48966, -7.38014, 3.44108)
O (-3.38450, 7.37117, -4.26415)
C (-3.01590, 6.31462, -4.74998)
O (-2.99714, 5.12463, -4.08084)
C (-2.40804, 4.12782, -4.91456)
C (-2.56429, 4.64282, -6.32142)
C (-2.47836, 6.13690, -6.13765)
H (-1.35736, 4.01012, -4.62925)
H (-2.92369, 3.17403, -4.76960)
H (-1.81667, 4.24313, -7.01168)
H (-3.55643, 4.37664, -6.70589)
H (-1.44453, 6.49192, -6.16867)
H (-3.09243, 6.66706, -6.86927)
O (2.79206, -12.47113, -1.94566)
C (3.31926, -12.00167, -2.94057)
O (4.40983, -12.54037, -3.56078)
C (4.82117, -11.67621, -4.61899)
C (3.60355, -10.85773, -4.96019)
C (2.90280, -10.73806, -3.63052)
H (5.65127, -11.05757, -4.26211)
H (5.16362, -12.27233, -5.46986)
H (3.84644, -9.89379, -5.41513)
H (2.96824, -11.41241, -5.66143)
H (3.26445, -9.88103, -3.05561)
H (1.81796, -10.69389, -3.75130)
O (5.49322, 6.26536, -0.52734)
C (5.79692, 7.34262, -0.04209)
O (6.29613, 7.50595, 1.21819)
C (6.43363, 8.89978, 1.49042)
C (6.50592, 9.56352, 0.14018)
C (5.63710, 8.67361, -0.71224)
H (5.56508, 9.22986, 2.06993)
H (7.33917, 9.07292, 2.07917)
H (6.18107, 10.60726, 0.15562)
H (7.53719, 9.53553, -0.23224)
H (4.58556, 8.97080, -0.67055)
H (5.98966, 8.63960, -1.74567)
O (-8.76173, 5.77287, 0.39472)
C (-8.50116, 6.34621, 1.43950)
O (-7.82124, 5.78014, 2.47943)
C (-7.79329, 6.69499, 3.57398)
C (-8.01801, 8.05330, 2.96289)
C (-8.91363, 7.74376, 1.79009)
H (-8.58477, 6.42029, 4.27915)
H (-6.82718, 6.63143, 4.08311)
H (-8.44757, 8.77464, 3.66310)
H (-7.06569, 8.45925, 2.60054)
H (-9.96983, 7.74427, 2.07336)
H (-8.73524, 8.42812, 0.95748)

Values from the calculation:
HOMO level in eV: -11.125
DFT total energy in Eh: -4486.3185
Net charge: +1
Spin multiplicity: 1
HOMO-LUMO gap in eV: 9.3

# 2
Density functional theory data (ωB97M-V/def2-TZVPD) for a 12-piece molecular cluster, C51H84F4O18S5 overall.

CARTESIAN COORDINATES (ANGSTROEM)
C (0.04476, -6.05820, -1.88933)
C (1.06047, -6.72648, -1.00844)
C (2.06219, -5.66876, -0.62667)
O (1.27857, -4.54485, -0.57778)
C (0.30290, -4.62556, -1.63218)
H (-0.98822, -6.38034, -1.75792)
H (0.23325, -6.30496, -2.93417)
H (1.35859, -7.70935, -1.37338)
H (0.63923, -6.93289, -0.02454)
H (2.81695, -5.48855, -1.39216)
H (2.43835, -5.88753, 0.37270)
H (0.67079, -4.04449, -2.47782)
H (-0.57800, -4.19013, -1.16047)
C (3.20387, 3.86941, -1.59399)
C (3.42223, 2.80860, -0.51688)
C (4.70179, 3.29758, 0.12611)
O (5.47920, 3.67102, -1.03743)
C (4.60099, 4.20636, -2.01757)
H (2.74826, 4.74510, -1.13173)
H (2.62371, 3.52497, -2.45005)
H (3.47353, 1.79439, -0.91292)
H (2.62269, 2.76441, 0.22264)
H (5.13841, 2.48126, 0.70150)
H (4.62440, 4.19119, 0.74545)
H (4.74761, 3.79245, -3.01521)
H (4.70493, 5.28992, -2.07427)
C (1.62763, 1.85809, -6.75910)
C (3.01646, 1.98877, -7.24261)
C (3.37506, 3.44511, -6.91954)
O (2.78438, 3.55928, -5.65685)
C (1.54735, 2.83098, -5.60007)
H (1.26105, 0.90490, -6.37811)
H (0.92660, 2.04044, -7.57359)
H (3.19415, 1.94119, -8.31699)
H (3.77312, 1.42054, -6.70163)
H (2.95703, 4.15742, -7.63086)
H (4.43904, 3.67936, -6.88554)
H (0.61925, 3.40258, -5.60485)
H (1.53293, 2.10597, -4.78629)
O (-0.61462, 6.33382, 3.18066)
S (0.13626, 6.80086, 2.00507)
O (-0.38312, 7.94171, 1.23336)
O (1.68396, 7.19311, 2.49561)
C (2.32557, 6.30462, 3.36975)
C (3.65178, 6.80363, 3.89862)
C (0.50517, 5.44336, 0.74181)
H (2.43996, 5.37326, 2.81515)
H (1.64221, 6.14206, 4.20323)
H (4.39467, 6.92613, 3.11044)
H (4.08113, 5.99441, 4.48930)
H (3.42646, 7.65362, 4.54269)
H (1.35246, 5.79243, 0.15158)
H (-0.39198, 5.19265, 0.17581)
H (0.69185, 4.55456, 1.34453)
O (-1.84311, -2.02514, -3.25844)
S (-3.01493, -2.48325, -2.55357)
O (-4.31807, -2.08762, -3.12184)
O (-3.03067, -4.14910, -2.38937)
C (-4.28511, -4.70819, -1.94146)
C (-4.13335, -6.07592, -1.37574)
C (-2.88446, -1.98677, -0.76867)
H (-5.05696, -4.62331, -2.70640)
H (-4.60794, -4.14754, -1.06421)
H (-3.52043, -6.57715, -2.12487)
H (-5.13327, -6.45280, -1.16075)
H (-3.51327, -5.98045, -0.48439)
H (-1.83208, -2.20510, -0.58718)
H (-3.57601, -2.60378, -0.19495)
H (-3.12389, -0.93938, -0.58499)
O (4.93148, 2.62970, 3.64086)
S (3.62244, 2.19815, 3.90840)
O (2.48915, 3.09086, 3.78098)
O (3.37186, 0.82456, 2.91784)
C (4.40759, -0.13451, 2.81771)
C (3.75421, -1.52054, 2.71452)
C (3.57910, 1.40292, 5.55067)
H (5.09450, -0.15479, 3.66379)
H (4.97124, 0.03065, 1.89949)
H (2.95195, -1.55072, 1.97725)
H (3.21774, -1.84870, 3.60480)
H (4.50188, -2.28495, 2.50292)
H (2.86930, 0.58024, 5.46419)
H (3.30058, 2.15292, 6.29097)
H (4.61049, 1.05448, 5.60458)
O (0.39040, -7.11286, 5.13101)
S (0.26716, -7.58373, 3.77055)
O (-0.61128, -8.72230, 3.41229)
O (0.08256, -6.28441, 2.74612)
C (-0.87533, -5.33569, 3.04533)
C (-1.11834, -4.44195, 1.88436)
C (1.89352, -8.22565, 3.19674)
H (-0.48360, -4.80012, 3.91009)
H (-1.85612, -5.70687, 3.34262)
H (-1.80649, -3.65827, 2.20119)
H (-1.52112, -4.99143, 1.03352)
H (-0.22152, -3.97130, 1.48148)
H (2.30803, -8.95681, 3.89077)
H (2.55442, -7.38336, 2.99214)
H (1.67980, -8.76652, 2.27484)
O (-2.21605, -1.19362, 4.12831)
S (-1.47952, -1.20124, 5.38962)
O (-2.16339, -0.98061, 6.65014)
O (-0.60303, -2.57338, 5.36096)
C (0.14130, -2.90947, 6.52207)
C (1.48405, -3.57914, 6.26362)
C (-0.16882, 0.08944, 5.10549)
H (-0.38066, -3.51092, 7.26632)
H (0.39002, -1.97582, 7.02658)
H (1.30689, -4.57753, 5.86369)
H (2.08706, -3.56071, 7.17144)
H (2.02740, -2.96443, 5.54598)
H (-0.76433, 0.98962, 4.95341)
H (0.30646, -0.20041, 4.16836)
H (0.49447, 0.09854, 5.97040)
F (-6.14724, 2.87622, 4.02386)
C (-4.97052, 2.88623, 3.41618)
C (-3.93770, 3.62467, 3.98885)
C (-2.65752, 3.63927, 3.43125)
C (-2.43324, 2.92245, 2.24027)
C (-3.49814, 2.33623, 1.59327)
C (-4.75850, 2.33350, 2.16449)
H (-3.94483, 4.08273, 4.96688)
H (-1.76628, 4.10803, 3.82156)
H (-1.49897, 3.11968, 1.73564)
H (-3.21587, 1.89431, 0.64912)
H (-5.54671, 1.86601, 1.59301)
F (-7.12639, 2.20356, -4.47396)
C (-5.99065, 2.19714, -3.77845)
C (-5.57742, 3.33448, -3.09442)
C (-4.31817, 3.39770, -2.48220)
C (-3.54133, 2.26249, -2.52541)
C (-3.99679, 1.09105, -3.14764)
C (-5.22083, 1.05071, -3.74081)
H (-6.18462, 4.22754, -3.10642)
H (-3.98087, 4.30046, -1.99472)
H (-2.57194, 2.29881, -2.05068)
H (-3.35122, 0.22541, -3.13025)
H (-5.58199, 0.20741, -4.31073)
F (-0.48585, 2.82720, -0.66276)
C (0.03808, 1.57534, -0.61722)
C (0.24629, 0.96871, 0.63169)
C (0.71293, -0.32091, 0.73553)
C (0.93538, -1.03513, -0.41173)
C (0.93160, -0.39450, -1.66115)
C (0.44334, 0.92580, -1.75568)
H (0.09729, 1.57238, 1.51474)
H (0.85000, -0.77229, 1.70706)
H (1.10076, -2.09391, -0.27745)
H (1.15598, -0.98850, -2.53477)
H (0.37815, 1.31432, -2.76126)
F (-4.06196, 2.05655, -7.99623)
C (-3.25668, 1.42739, -7.10774)
C (-2.58799, 2.11655, -6.14347)
C (-1.61780, 1.43981, -5.38511)
C (-1.50018, 0.04478, -5.49919)
C (-2.27386, -0.66906, -6.40713)
C (-3.15389, 0.02858, -7.26059)
H (-2.66469, 3.19009, -6.05377)
H (-1.08887, 1.91514, -4.57228)
H (-0.87913, -0.47539, -4.78495)
H (-2.15466, -1.74159, -6.45035)
H (-3.71763, -0.49067, -8.02149)

Values from the calculation:
HOMO level in eV: -8.868
DFT total energy in Eh: -5738.1495
Spin multiplicity: 1
HOMO-LUMO gap in eV: 8.7

> Among the records above, which one has the highest HOMO level?

C51H84F4O18S5

> HOMO-LUMO gap of number 2 (C51H84F4O18S5)?

8.7 eV

> What is the spin multiplicity in the second record?

1

> The highest HOMO-LUMO gap belongs to which entry?

C51H79F5O22P